1.
Density functional theory data (ωB97M-V with the def2-TZVPD basis set) for a structure of composition C37H42GeN4O2SV.

Calculated values
- Orbital gap (alpha / beta): 6.20 / 6.20 eV
- E_LUMO (alpha / beta): -9.84 / -9.85 eV
- Relative energy (zero: lowest compared OMol25 entry of this formula, charge and spin): 0.0 kcal per mole
- Spin multiplicity: 1
- Net charge: +3

Positions of all 88 atoms, in Å:
1 V 0.13902 0.11390 -1.25752
2 N 1.13567 4.15838 -1.80248
3 C 2.45934 3.84065 -2.09714
4 C 3.59822 4.63099 -2.22105
5 C 4.75204 3.97867 -2.60188
6 C 4.76962 2.59825 -2.87392
7 C 3.63675 1.82283 -2.74460
8 C 2.46955 2.46055 -2.31755
9 N 1.17951 1.95877 -2.14483
10 C 0.43607 3.01050 -1.85634
11 C -0.99727 2.83407 -1.66781
12 C -2.02893 3.71596 -1.66896
13 S -3.51486 2.87623 -1.55482
14 C -2.69818 1.41464 -1.49472
15 N -1.38177 1.50800 -1.56863
16 H 0.76750 5.07890 -1.61895
17 H 3.58024 5.69956 -2.05736
18 H 5.66295 4.54763 -2.72761
19 H 5.68945 2.14950 -3.22363
20 H 3.63980 0.77458 -3.01485
21 H -2.00208 4.78989 -1.76166
22 H -3.21847 0.47315 -1.40031
23 C 3.94944 -0.34777 -0.15459
24 N 3.36982 0.50327 0.88118
25 C 4.34736 1.01856 1.87004
26 C 2.12071 0.84773 0.97703
27 C 1.64565 1.74151 2.06723
28 O 1.21334 0.39753 0.14492
29 H 4.81307 0.17520 -0.56121
30 H 3.22824 -0.54644 -0.93446
31 H 4.27486 -1.27307 0.31813
32 H 5.23365 0.39541 1.80963
33 H 3.93227 0.95632 2.87190
34 H 4.60141 2.04735 1.61815
35 H 2.28545 2.61967 2.15687
36 H 1.67442 1.20586 3.01978
37 H 0.62289 2.04701 1.87529
38 C 0.28527 0.01909 -4.33796
39 C 0.53430 -1.36950 -3.83695
40 O 0.87084 -1.38992 -2.38914
41 C 0.82315 -2.81992 -1.96951
42 C 1.50665 -3.08850 -0.66374
43 H -0.03032 -0.02919 -5.38130
44 H 1.15834 0.66159 -4.27618
45 H -0.55783 0.50671 -3.82864
46 H 1.37196 -1.84873 -4.34245
47 H -0.34819 -2.00454 -3.94144
48 H 1.30571 -3.36264 -2.78165
49 H -0.23812 -3.08417 -1.96283
50 H 2.58071 -2.97718 -0.74762
51 H 1.31609 -4.13192 -0.40451
52 H 1.12369 -2.48597 0.15824
53 C -1.04357 -0.94647 -0.50384
54 Ge -2.00947 -1.30767 1.33325
55 C -2.90533 0.38893 1.60727
56 C -2.25326 1.62038 1.57861
57 C -2.91812 2.79605 1.88017
58 C -4.27113 2.75870 2.20222
59 C -4.94212 1.54523 2.22632
60 C -4.26371 0.36788 1.93407
61 C -3.20253 -2.73705 0.86457
62 C -4.10946 -2.59702 -0.18796
63 C -5.00384 -3.60599 -0.49812
64 C -5.00283 -4.77891 0.25033
65 C -4.11758 -4.92968 1.30572
66 C -3.21712 -3.91744 1.60975
67 C -0.63189 -1.65417 2.62842
68 C -0.34125 -0.68913 3.59580
69 C 0.61067 -0.93223 4.57609
70 C 1.28184 -2.14714 4.60197
71 C 0.99803 -3.11956 3.65148
72 C 0.04733 -2.87464 2.67409
73 H -1.62664 -1.42999 -1.31320
74 H -1.19508 1.65855 1.33828
75 H -2.38952 3.74155 1.88404
76 H -4.79852 3.67049 2.44968
77 H -5.99040 1.50942 2.49065
78 H -4.80078 -0.57317 1.97244
79 H -4.15608 -1.67306 -0.76193
80 H -5.70920 -3.48086 -1.30841
81 H -5.70041 -5.57089 0.01352
82 H -4.12788 -5.83544 1.89672
83 H -2.54292 -4.05147 2.44801
84 H -0.88873 0.24782 3.61242
85 H 0.80531 -0.19164 5.34117
86 H 2.00685 -2.34837 5.37946
87 H 1.50142 -4.07636 3.69244
88 H -0.18109 -3.65556 1.95691

Atomic forces in eV per Å
-0.12 -0.26 0.50
0.07 -0.21 -0.04
-0.03 0.07 0.00
-0.03 -0.05 -0.02
0.02 0.01 -0.01
-0.01 0.01 -0.01
-0.02 0.02 0.05
0.09 -0.06 -0.13
0.00 0.02 0.19
-0.16 0.26 -0.02
0.08 0.07 -0.14
0.09 -0.11 0.02
0.01 0.06 -0.06
0.01 -0.18 0.00
-0.09 -0.12 0.14
0.01 0.01 -0.02
0.00 0.01 0.01
0.00 0.00 0.00
0.00 -0.01 0.01
0.01 -0.02 0.05
0.01 0.01 0.00
-0.01 0.03 0.02
-0.06 0.00 0.12
-0.21 0.29 0.25
-0.18 -0.09 -0.12
-0.18 -0.19 -0.07
0.10 0.16 0.02
0.52 -0.05 0.17
-0.03 -0.05 -0.09
-0.07 -0.05 -0.10
0.02 -0.07 -0.09
0.03 0.03 0.03
0.08 0.03 0.01
0.07 0.00 0.06
-0.02 0.00 0.00
-0.02 -0.02 -0.04
0.06 0.00 0.02
-0.24 0.25 -0.08
0.12 -0.15 -0.05
-0.21 0.07 -0.18
-0.13 0.08 -0.11
-0.07 -0.02 0.05
0.10 -0.14 -0.03
0.03 -0.04 -0.04
0.07 -0.04 0.06
-0.01 0.06 -0.02
0.02 0.05 -0.06
0.00 -0.02 0.05
0.05 -0.04 0.09
0.20 0.08 0.01
0.00 0.00 -0.04
-0.01 0.10 0.01
0.02 0.17 -0.25
0.16 0.10 -0.28
-0.29 0.04 -0.01
0.26 -0.03 0.07
-0.07 0.06 0.05
0.00 0.01 0.00
0.01 0.00 0.00
0.00 -0.09 -0.09
0.00 -0.23 0.13
0.00 0.20 -0.08
0.00 -0.10 0.04
-0.02 0.03 -0.03
0.02 -0.03 -0.02
0.04 0.03 0.07
0.16 0.02 0.12
-0.11 0.08 -0.04
0.03 -0.05 0.00
0.03 0.00 0.02
0.05 -0.01 0.04
-0.05 -0.04 -0.13
-0.17 0.03 0.04
-0.04 0.00 -0.04
0.01 0.00 0.00
0.01 0.01 0.00
-0.01 0.00 0.00
0.00 0.00 0.00
0.04 -0.01 0.01
0.00 0.01 -0.01
-0.01 0.01 0.00
0.00 0.00 0.00
-0.01 0.03 -0.01
0.00 -0.02 0.00
-0.02 0.02 0.02
0.00 0.00 0.01
0.00 -0.01 -0.01
-0.01 0.00 0.00

Mulliken population analysis, charges in e, atoms 1 to 6:
1. V -0.551
2. N -0.004
3. C 0.487
4. C -1.219
5. C -0.609
6. C -0.939

=====

2.
Density functional theory data (ωB97M-V with the def2-TZVPD basis set) for a cluster of 4 separate species, C37H70N4O3 in total in a non-equilibrium geometry.

Calculated values
- Orbital gap (alpha / beta): 5.66 / 6.23 eV
- E_LUMO (alpha / beta): -4.58 / -4.59 eV
- Expectation value of S²: 3.76
- Spin multiplicity: 4
- Net charge: +1

Positions of all 114 atoms, in Å:
1 C -6.22986 -4.02596 -5.81296
2 C -4.98455 -3.06947 -5.34395
3 C -3.88111 -3.78784 -4.36815
4 C -3.20891 -2.81322 -3.23573
5 C -4.34477 -2.65870 -2.02377
6 C -2.75940 -1.33000 -3.76326
7 C -2.67734 -0.12244 -2.61853
8 C -2.21573 1.39672 -3.13956
9 N -1.90409 1.70788 -4.61781
10 C -1.94625 0.65367 -5.70278
11 C -2.36591 -0.90492 -5.29627
12 H -6.75987 -4.54797 -4.90630
13 H -7.00009 -3.31311 -6.38093
14 H -5.85287 -4.79564 -6.64380
15 H -5.34083 -2.05935 -4.84510
16 H -4.39517 -2.74589 -6.33017
17 H -4.40956 -4.69786 -3.80419
18 H -3.06635 -4.30408 -5.07099
19 H -2.27995 -3.34982 -2.72289
20 H -4.99261 -1.71612 -2.29634
21 H -3.82286 -2.57923 -0.96229
22 H -5.08395 -3.59382 -2.01756
23 H -2.91946 -0.28771 -1.47362
24 H -2.14341 2.26631 -2.32694
25 H -1.63073 2.70315 -4.88000
26 H -1.71468 0.84361 -6.85296
27 H -2.42251 -1.72518 -6.13535
28 C 1.89911 -4.09526 -3.15226
29 C 1.25862 -3.08523 -2.16346
30 C 0.53523 -1.94974 -2.93809
31 C 1.48555 -0.92787 -3.54412
32 C 2.41150 -0.36054 -2.47423
33 C 3.18726 -1.46143 -1.70317
34 N 2.29570 -2.57052 -1.20704
35 O 1.61585 -2.08558 -0.07659
36 C 4.30350 -2.02730 -2.62371
37 C 3.99535 -0.78022 -0.54818
38 C 0.15049 -3.95248 -1.46995
39 H 2.20276 -5.01389 -2.63428
40 H 1.18127 -4.38492 -3.93237
41 H 2.77006 -3.72762 -3.68246
42 H -0.15660 -1.42439 -2.26829
43 H -0.09050 -2.37396 -3.74060
44 H 2.05468 -1.37488 -4.36061
45 H 0.90071 -0.11727 -3.99413
46 H 3.11349 0.33659 -2.94652
47 H 1.81385 0.23817 -1.77441
48 H 4.71879 -2.95736 -2.22030
49 H 5.13858 -1.32154 -2.71970
50 H 3.97470 -2.20299 -3.64870
51 H 3.35633 -0.21376 0.13722
52 H 4.72098 -0.06082 -0.94491
53 H 4.55184 -1.52237 0.03256
54 H 0.59369 -4.75394 -0.86672
55 H -0.49937 -4.42561 -2.21677
56 H -0.50608 -3.36034 -0.82207
57 C -4.14918 2.10694 3.77565
58 C -3.49753 2.41588 2.40160
59 C -3.52415 3.94280 2.11786
60 C -4.89584 4.46055 1.71168
61 C -5.43361 3.67088 0.52376
62 C -5.46404 2.14083 0.78128
63 N -4.16152 1.60998 1.32230
64 O -3.26179 1.53473 0.24522
65 C -6.63211 1.81851 1.75357
66 C -5.89953 1.42525 -0.54136
67 C -2.00022 2.01516 2.64349
68 H -3.92811 1.08012 4.09367
69 H -3.75720 2.77852 4.55224
70 H -5.22624 2.22402 3.80845
71 H -2.81225 4.18546 1.31939
72 H -3.18068 4.50156 3.00405
73 H -5.58432 4.41780 2.55699
74 H -4.81407 5.52043 1.44413
75 H -6.43957 4.03405 0.28299
76 H -4.81292 3.89184 -0.35448
77 H -6.55044 0.80063 2.15038
78 H -7.60369 1.88542 1.24738
79 H -6.70947 2.51724 2.58746
80 H -5.23926 1.65651 -1.38372
81 H -6.90206 1.74282 -0.85049
82 H -5.92442 0.33900 -0.41037
83 H -1.90036 0.93579 2.80979
84 H -1.59878 2.52181 3.53009
85 H -1.34761 2.29403 1.80815
86 C 5.94244 0.41996 2.43474
87 C 5.09070 1.28560 3.40083
88 C 5.64697 2.73434 3.46703
89 C 6.91794 2.85899 4.29389
90 C 6.70343 2.28778 5.69090
91 C 6.18721 0.82442 5.67091
92 N 5.01131 0.62867 4.74893
93 O 3.87939 1.14866 5.39981
94 C 7.35791 -0.11551 5.27140
95 C 5.87383 0.39038 7.14211
96 C 3.70920 1.35265 2.66056
97 H 5.43142 -0.52150 2.19622
98 H 6.11076 0.94723 1.48531
99 H 6.92921 0.16110 2.80094
100 H 4.89007 3.40458 3.89262
101 H 5.84449 3.11397 2.45096
102 H 7.74980 2.36466 3.78989
103 H 7.19625 3.91680 4.36607
104 H 7.64605 2.34882 6.24729
105 H 5.99237 2.92978 6.22719
106 H 6.99458 -1.11621 5.01295
107 H 8.07068 -0.23940 6.09680
108 H 7.95953 0.26576 4.44541
109 H 5.14361 1.04508 7.62909
110 H 6.77437 0.42976 7.76576
111 H 5.49452 -0.63562 7.17657
112 H 3.23570 0.36457 2.61411
113 H 3.83570 1.70419 1.62890
114 H 3.00701 2.04599 3.13771

Atomic forces in eV per Å
0.16 0.85 -0.82
0.69 0.42 -0.42
0.09 -0.99 -0.66
-0.62 -0.37 0.42
-0.12 0.17 -0.33
1.07 3.68 -0.17
1.28 1.64 -4.66
-0.75 -3.45 -0.97
-0.84 -3.64 0.87
-1.31 -2.93 3.45
0.01 2.88 2.56
1.10 0.95 -1.87
1.54 -1.67 1.37
-0.84 1.49 2.14
0.44 -2.12 -0.94
-1.43 -0.60 2.05
1.25 2.10 -1.08
-1.57 1.21 1.62
-1.75 1.33 -1.40
1.20 -1.78 0.94
-1.24 0.04 -2.30
1.86 2.03 -0.05
0.57 0.61 -2.62
-0.12 -1.95 -2.26
-0.53 -1.91 0.54
-0.46 0.13 3.00
0.22 2.01 1.80
0.17 0.00 -0.17
-0.79 -1.60 -1.00
0.19 0.07 0.07
-0.09 0.02 0.07
-0.29 -0.18 0.09
1.96 0.65 -0.42
-3.10 2.90 2.68
1.96 -1.60 -2.68
-0.03 -0.18 -0.25
-0.83 -0.23 0.27
0.37 0.61 0.57
-0.07 0.27 0.00
-0.02 0.11 0.32
0.05 0.12 0.05
0.16 -0.12 0.17
0.22 -0.18 0.31
0.08 -0.07 -0.01
0.04 0.00 0.00
0.14 -0.22 0.22
0.08 -0.20 0.09
-0.16 0.11 -0.05
-0.31 -0.02 0.24
-0.05 -0.12 0.10
-0.01 -0.32 -0.10
-0.19 -0.28 -0.26
-0.14 0.03 -0.08
-0.04 0.23 -0.10
0.42 0.10 -0.14
0.30 0.00 0.00
-0.25 -0.01 0.10
0.93 0.08 2.14
-0.17 0.01 -0.16
0.09 0.08 -0.07
0.36 0.01 0.15
-2.12 -0.34 -0.33
2.94 1.78 -3.98
-2.31 -0.44 2.73
-0.03 0.04 0.31
0.82 0.08 0.06
-0.24 -0.18 -0.82
-0.01 0.19 -0.18
0.10 -0.15 -0.35
-0.06 0.03 -0.11
-0.02 -0.24 0.00
-0.02 -0.47 -0.17
-0.06 -0.07 0.03
-0.06 -0.14 0.02
0.03 -0.36 0.00
0.03 -0.20 0.08
0.07 0.17 -0.02
0.38 0.00 -0.13
0.14 -0.12 -0.02
0.08 -0.07 0.24
0.19 0.08 0.38
0.05 0.09 0.05
-0.08 0.19 -0.09
-0.43 -0.03 -0.13
-0.27 -0.12 0.06
0.23 -0.10 -0.01
-0.07 -0.15 -2.06
0.06 -0.01 0.14
-0.07 0.12 0.04
-0.27 0.08 -0.22
1.54 -0.83 1.13
-2.99 3.40 2.13
2.74 -1.81 -1.70
0.14 -0.04 -0.28
-0.70 0.35 -0.36
-0.13 -0.01 0.89
0.02 0.20 0.17
-0.24 0.02 0.26
0.03 0.03 0.14
-0.07 -0.24 0.05
-0.20 -0.35 0.18
0.05 -0.11 -0.01
0.00 -0.14 0.02
-0.17 -0.30 0.03
-0.06 -0.22 -0.07
-0.01 0.18 -0.02
-0.36 0.16 -0.02
-0.15 -0.05 -0.05
-0.01 -0.15 -0.29
0.02 0.04 -0.44
0.00 0.13 -0.08
0.12 0.15 0.11
0.35 -0.10 0.24
0.21 -0.22 0.09

Mulliken population analysis, charges in e, atoms 1 to 6:
1. C -1.079
2. C -0.137
3. C -0.804
4. C 1.453
5. C -1.117
6. C 0.468

=====

no.,DFT total energy (a.u.)
1,-5222.80923
2,-1895.73698